# 1
This record from the OMol25 dataset describes C15H21NO3S in the gas phase. The level of theory is ωB97M-V/def2-TZVPD.

ΔE to the lowest compared entry with this formula, charge and spin, kJ/mol: 91.0
Lowest unoccupied orbital energy, eV: 0.7397
E_tot, eV: -34364.15810
SMILES: Cc1ccc(S(=O)(=O)CCC(=O)NC2CCCC2)cc1
HOMO-LUMO gap, eV: 10.24

Each line ends with the Mulliken charge.
Geometry (Å):
H (2.7853, -0.1742, 5.6113)  0.38
C (-1.4817, 2.3899, -1.4555)  -0.65
C (0.5323, -0.0858, 1.6669)  0.22
N (-1.7871, 0.1506, -2.5336)  -0.12
H (-0.5243, 1.9134, -1.2510)  0.06
C (-3.7412, 2.6164, -0.6984)  -0.78
H (1.0338, 0.0799, 5.6794)  0.37
H (-3.8166, 0.5043, -1.0859)  0.27
C (1.9470, 0.3407, 5.1492)  -1.42
H (-3.9623, 3.5389, -1.2395)  0.30
C (0.2594, -2.3309, -0.8883)  -0.83
H (-1.2938, 3.3320, -1.9720)  0.41
C (-1.4796, -0.6973, -1.5348)  0.22
C (-2.3597, 1.4770, -2.3413)  -0.04
C (1.6285, -0.6046, 1.0040)  -0.02
C (1.8361, -0.0065, 3.6967)  0.96
H (-0.3903, 0.0710, 1.1302)  0.26
O (-1.8290, -0.5642, -0.3780)  -0.70
H (-1.2946, 0.0171, -3.4017)  0.33
C (-2.3028, 2.6370, -0.1907)  -0.33
C (2.9230, -0.5308, 3.0054)  -0.78
H (-0.2072, 0.6161, 3.5430)  0.41
H (-2.4537, 1.9016, -3.3443)  0.58
H (3.6524, -1.2345, 1.0991)  0.51
H (-2.1581, 1.8143, 0.5081)  0.03
H (-1.4440, -2.7549, -2.1346)  0.34
H (-0.1829, -1.7700, -2.9113)  0.38
C (0.6423, 0.2109, 3.0132)  -1.11
H (-4.4706, 2.5001, 0.1015)  0.39
H (-4.5540, 1.4626, -2.3781)  0.39
H (2.1028, 1.4137, 5.2615)  0.30
S (1.4986, -0.9797, -0.7432)  1.40
O (2.7646, -1.4922, -1.2028)  -0.74
H (0.8178, -3.2355, -1.1069)  0.48
C (-0.7190, -1.9509, -1.9801)  -0.65
C (2.8227, -0.8312, 1.6580)  -0.62
C (-3.7390, 1.4277, -1.6562)  -0.83
H (3.8540, -0.7041, 3.5250)  0.36
H (-2.0381, 3.5721, 0.3009)  0.46
O (0.9835, 0.1797, -1.4323)  -0.60
H (-0.2432, -2.4040, 0.0728)  0.42

---

# 2
This record from the OMol25 dataset describes C4H4O2S in the gas phase at a distorted geometry. The level of theory is ωB97M-V/def2-TZVPD.

ΔE to the lowest compared entry with this formula, charge and spin, kJ/mol: 124.3
Lowest unoccupied orbital energy, eV: 0.6804
E_tot, eV: -19141.70263
SMILES: Oc1ccc(S)o1
HOMO-LUMO gap, eV: 8.36

Each line ends with the Mulliken charge.
Geometry (Å):
H (-0.6284, -2.2091, 2.2377)  0.13
H (1.7687, 1.5976, -0.3149)  0.41
C (-0.3706, -0.7955, 0.5135)  -0.06
O (-0.9589, -0.2168, -0.5509)  -0.34
C (-0.1137, 0.7567, -0.9317)  0.53
H (-1.4357, 1.2929, -2.1579)  0.35
H (1.5720, -0.2700, 1.6155)  0.37
C (0.8425, -0.1903, 0.8023)  -0.04
C (1.0192, 0.8420, -0.2336)  -0.60
O (-0.4853, 1.4452, -1.9869)  -0.50
S (-1.2098, -2.2526, 1.0070)  -0.24

---

# 3
This record from the OMol25 dataset describes a molecular structure, C29H52Cl2F3N2O2P2Si4Ta at a distorted geometry. The level of theory is ωB97M-V/def2-TZVPD.

ΔE to the lowest compared entry with this formula, charge and spin, kJ/mol: 670.0
Lowest unoccupied orbital energy (alpha / beta), eV: -3.3368 / -3.3319
E_tot, eV: -122828.34743
HOMO-LUMO gap (alpha / beta), eV: 3.43 / 3.45

Each line ends with the Mulliken charge.
Geometry (Å):
H (6.4631, -0.4073, -3.8527)  0.38
N (0.4369, -1.8704, 2.2719)  0.94
C (-1.7402, 4.0890, -0.3916)  -1.09
H (0.3634, -1.8223, -3.8633)  0.23
H (-2.3652, 3.9262, -1.2785)  0.21
C (4.4328, -0.4617, -0.5131)  0.22
C (1.3355, 3.3732, 2.5074)  -1.39
C (-5.0151, -0.8809, -0.6849)  -0.46
H (2.3462, 3.6921, 2.8262)  0.45
H (-3.7852, -3.2497, -3.5486)  0.41
P (3.1463, -0.4098, 0.8183)  0.91
C (5.9144, 0.6735, -2.0689)  -0.57
H (-2.4658, -2.5022, 4.2874)  0.34
H (1.9659, -3.1128, 5.1115)  0.30
H (0.3508, -0.8725, -5.4221)  0.31
H (-6.9565, -1.0724, -1.5789)  0.38
C (2.9988, 1.3077, 1.4154)  -1.38
H (-6.2091, -2.6861, -3.3196)  0.39
H (4.1364, -0.8862, 2.9191)  0.44
H (-1.7469, 3.9053, -3.9068)  0.24
H (5.1109, -2.4012, -3.2336)  0.40
H (2.0879, 4.8075, 0.3435)  0.37
H (3.7707, -2.4038, -1.1559)  0.36
O (-0.3689, 0.0816, -3.7480)  0.20
H (1.8298, 3.9446, -1.1974)  0.07
C (-3.2257, -2.1178, -1.7915)  0.00
C (-2.0211, 0.0747, -4.6972)  -0.41
F (-0.1992, 0.7726, 4.6517)  -0.20
Cl (0.0280, -0.9624, -1.2602)  -0.28
H (-3.6498, 1.5884, 0.9072)  0.61
H (3.3596, 3.7137, -0.3066)  0.26
C (-0.6749, 3.6063, -3.7857)  -0.80
H (-3.0770, 1.8812, -4.3783)  0.44
N (0.2328, 1.8822, -0.1454)  0.11
H (3.9699, 1.8227, 1.2670)  0.73
H (1.4898, -1.3872, 5.0593)  0.16
H (-3.2636, 1.6227, -0.8422)  0.59
C (2.2778, 3.8658, -0.1949)  -0.77
C (-1.6587, 2.9087, 2.2887)  -1.33
C (-4.1409, -2.6169, -2.7238)  -0.77
H (-0.8380, 4.6264, -0.6992)  0.22
H (1.8430, -4.4277, 1.4089)  0.27
C (2.2440, -4.1572, 2.3958)  -1.16
H (-5.3366, -0.1866, 0.0862)  0.37
C (-1.8321, -3.1895, 3.7175)  -1.26
H (3.2022, -1.8543, 4.8479)  0.39
C (4.3975, -1.5514, -1.3979)  -0.62
C (-5.4954, -2.2751, -2.6074)  -0.56
C (5.2263, 0.6559, -0.8558)  -0.31
H (5.2958, 1.5142, -0.1722)  0.29
C (-2.4997, -0.9608, 2.0022)  -0.09
H (-2.3284, -3.5667, 0.2221)  0.38
Si (-1.3198, 2.4831, 0.4582)  0.57
H (4.3164, -2.2528, 1.7776)  0.45
H (-2.7391, 2.8346, 2.4802)  0.44
O (-0.5589, 2.6682, -2.6578)  0.64
C (-2.8492, 1.3634, 0.1661)  -0.93
H (1.5339, -0.4390, -4.1429)  0.27
Si (-1.1659, -2.3818, 2.1610)  -0.08
C (-3.6657, -1.2556, -0.7553)  0.58
C (0.5336, -0.8370, -4.3318)  -0.81
Cl (2.4864, 1.5170, -2.8914)  -0.32
H (-1.3806, 3.9553, 2.4684)  0.53
F (-1.0966, -0.8534, 5.8184)  -0.24
H (3.3198, -4.3807, 2.4239)  0.40
H (-2.1997, -0.1492, 2.6947)  -0.60
H (-1.1521, 2.2831, 3.0293)  -0.10
H (-0.2836, 3.0642, -4.6700)  0.22
H (-2.1473, -1.0111, -4.5915)  0.26
C (-1.2618, -0.0726, 4.7188)  0.39
H (2.9024, 1.2132, 2.5214)  0.44
H (6.4954, 1.5656, -2.3416)  0.37
H (-3.5177, -1.2745, 2.2794)  0.79
H (-0.0467, 4.4690, -3.4778)  0.30
H (-1.0082, -3.5366, 4.3467)  0.23
C (-2.7491, 0.9548, -3.9007)  -0.85
C (-1.4180, -3.6943, 0.8179)  -1.17
H (-1.4794, -4.6694, 1.3265)  0.49
C (-5.9090, -1.3897, -1.6141)  -0.68
H (-1.5424, 0.3531, -5.6400)  0.32
H (0.7173, 4.2781, 2.4272)  0.38
H (-2.2788, 4.7140, 0.3305)  0.45
H (-2.1670, -2.3817, -1.8903)  0.45
C (5.1247, -1.5463, -2.5766)  -0.61
F (-2.3753, 0.6938, 4.9274)  -0.21
H (1.7322, -4.7597, 3.1624)  0.30
C (2.1663, -2.1408, 4.6392)  -1.01
H (-3.1864, 0.5982, -2.9787)  0.02
Si (1.5638, 2.4802, 0.8340)  -0.11
P (-2.5117, -0.4032, 0.3140)  -0.39
Si (1.9609, -2.3338, 2.7760)  0.01
H (-0.5589, -3.7276, 0.1358)  0.14
C (3.6005, -1.4833, 2.1605)  -1.01
H (-2.4368, -4.0478, 3.3978)  0.42
C (5.8859, -0.4264, -2.9304)  -0.51
Ta (0.3718, 1.1719, -2.2479)  0.69
H (0.9316, 2.7442, 3.3124)  0.15

---

# 4
This record from the OMol25 dataset describes a molecular structure, C16H22FeNO3 at a distorted geometry. The level of theory is ωB97M-V/def2-TZVPD.

Expectation value of S²: 6.13
Net charge: -3
Multiplicity: 5
Lowest unoccupied orbital energy (alpha / beta), eV: 7.0409 / 6.9065
E_tot, eV: -58955.83594
HOMO-LUMO gap (alpha / beta), eV: 2.23 / 4.43

Each line ends with the Mulliken charge.
Geometry (Å):
C (-0.6554, 1.7806, -0.2560)  -1.92
C (-1.2852, -1.3672, 5.1713)  -1.21
C (0.8084, 1.8999, -0.6473)  -3.07
H (2.2384, -0.4760, 3.0984)  0.05
H (1.9710, 0.4488, 1.5556)  0.54
H (-1.1767, 1.1707, -1.0103)  0.09
C (0.0440, -0.2925, 3.0040)  0.93
H (-1.7253, -1.6408, 3.0985)  0.32
C (-0.4353, -2.5077, 5.7153)  0.82
H (1.6168, -1.1496, 0.8305)  0.21
H (2.7330, -1.9306, 4.5621)  0.15
C (0.6983, -5.1569, 4.5138)  0.08
C (-0.8625, 1.2159, 1.1682)  -1.91
N (-0.0832, -0.1171, 1.5229)  3.32
H (-1.1252, 2.7770, -0.2878)  1.40
H (2.5756, 0.6810, -0.6499)  1.71
C (1.3076, -0.9206, 3.4975)  -0.89
H (-0.8233, -2.8842, 6.7045)  0.32
C (-1.8561, -4.6918, 4.4979)  0.16
C (1.3111, -0.0971, 0.8791)  -1.97
H (-0.6572, -1.1689, -0.2112)  0.82
H (1.5791, -2.9691, 6.3155)  0.13
C (-0.5254, -6.0509, 6.5398)  0.03
C (-1.2517, -0.8588, 3.7053)  -0.54
C (1.4891, 0.5472, -0.5121)  -1.01
H (-0.5904, 1.9539, 1.9299)  0.39
O (-0.2931, -7.1295, 6.8917)  -0.48
H (1.1305, -0.1235, -1.3052)  0.23
H (-1.9674, -0.0143, 3.7019)  -0.15
H (-1.1723, -0.5215, 5.8772)  0.33
C (1.6406, -1.7859, 4.5159)  -0.51
H (0.1540, 0.7637, 3.3826)  0.03
H (-2.3303, -1.6986, 5.3104)  0.21
C (-0.9062, -1.2112, 0.8531)  -2.03
H (-0.6675, -2.2042, 1.2475)  0.20
C (0.9531, -2.5190, 5.5225)  -0.93
H (0.8988, 2.2612, -1.6798)  1.98
O (-2.4136, -4.9707, 3.5103)  -0.43
H (-1.9872, -1.0167, 0.9320)  0.36
Fe (-0.4958, -4.5215, 5.6319)  -0.34
O (1.3835, -5.6323, 3.6910)  -0.49
H (1.2935, 2.6290, 0.0136)  0.12
H (-1.9183, 0.9577, 1.2944)  -0.08

---

# 5
This record from the OMol25 dataset describes a molecular structure, C3H2Cl2S3 at a distorted geometry. The level of theory is ωB97M-V/def2-TZVPD.

ΔE to the lowest compared entry with this formula, charge and spin, kJ/mol: 0.0
Lowest unoccupied orbital energy, eV: -1.9939
E_tot, eV: -60691.79065
HOMO-LUMO gap, eV: 7.29

Each line ends with the Mulliken charge.
Geometry (Å):
S (0.9670, 1.0479, 2.4563)  -0.18
S (-0.4844, -1.8352, 1.0136)  -0.15
H (0.5945, -0.0658, -1.7328)  0.31
H (0.2337, -0.0773, 3.1449)  0.18
C (-0.3453, -0.3391, -1.1738)  -0.04
C (-0.0950, -0.4520, 0.3091)  -0.06
S (2.1211, 1.0483, -0.1043)  -0.23
Cl (-1.4649, -1.4618, -2.0893)  -0.12
C (0.8879, 0.5530, 0.7749)  0.41
Cl (-1.1923, 1.3086, -1.1297)  -0.14

---

# 6
This record from the OMol25 dataset describes a molecular structure, C6H14GaHfNP at a distorted geometry. The level of theory is ωB97M-V/def2-TZVPD.

Net charge: +3
Lowest unoccupied orbital energy, eV: -15.5971
E_tot, eV: -70865.50227
HOMO-LUMO gap, eV: 2.87

Each line ends with the Mulliken charge.
Geometry (Å):
H (2.2866, -1.5052, -0.8954)  0.34
N (-3.6210, 0.7061, 0.0294)  -0.58
H (0.2983, -2.6919, -0.2598)  0.30
H (3.1319, -0.9096, 1.6499)  0.41
Hf (-3.6481, -0.4856, -1.6356)  1.22
P (-2.0476, 0.9993, 0.3373)  0.14
H (-1.6945, 0.6817, 1.7263)  0.31
H (1.3298, 0.4950, -2.3795)  0.46
H (-1.5799, -2.9878, -0.7861)  0.39
C (1.9392, 1.0798, 1.8116)  -0.06
C (1.0962, 0.4414, -1.2112)  -0.65
H (-1.0863, -2.1761, 0.9219)  0.36
H (1.1242, 1.5577, -0.8360)  0.35
H (-1.4508, -0.5036, -2.5642)  -0.14
C (2.2685, -0.4216, -0.4482)  -0.66
H (-1.7161, 2.3814, 0.0120)  0.25
C (-0.8058, -2.3037, -0.2271)  -0.85
C (1.5120, 2.4207, 2.0529)  -0.24
H (1.1792, -1.1136, 1.4522)  0.16
Ga (-0.8066, -0.4067, -1.0699)  0.56
H (3.2939, 0.1368, -0.6837)  0.41
C (2.1308, -0.4615, 1.1912)  -0.20
H (0.9141, 3.4511, 2.1301)  0.36
H (-4.0481, 1.6159, -0.3179)  0.38

---

- Among the records above, which one has the highest E_tot?
  C4H4O2S

---

- Look up the E_tot of the fifth one.
  -60691.79065 eV